[1]
Density functional theory data (wB97M-V/def2-TZVPD) for C24H68BrF2NO32S2V as an isolated structure in a non-equilibrium geometry.

Properties
- total charge = 0
- HOMO (alpha / beta) (eV) = -7.9297 / -9.0444
- gap between HOMO and LUMO (alpha / beta) (hartree) = 0.3037 / 0.3445
- multiplicity = 4

Last column: Mulliken charge in e.
Cartesian coordinates (Å):
V 1.10416 0.49141 0.24709  1.173
N 0.33398 -0.75001 -1.47023  0.249
S 1.23667 -1.83990 -2.31967  0.893
O 1.89762 -1.31992 -3.51299  -0.828
O 0.69876 -3.15240 -2.25511  -0.736
F 2.47639 -1.73998 -1.26194  -0.016
S -1.00832 -0.38470 -2.32306  0.630
O -1.79649 0.40499 -1.46035  -0.234
O -1.48041 -1.38845 -3.15304  -0.619
F -0.43966 0.69883 -3.32757  -0.367
Br -1.21115 0.14307 1.76021  -0.717
O 0.99204 3.81656 2.14234  -0.605
H 1.20396 4.79041 2.14007  0.276
H 0.11305 3.80180 2.46094  0.229
O 0.19325 2.32192 -0.26596  0.628
H 0.19047 2.88135 -1.06733  -0.055
H -0.70096 2.38727 0.12377  -0.001
O 2.91333 1.24321 -0.70231  -0.468
H 3.31910 1.32549 0.18646  0.340
H 3.45335 0.71105 -1.32156  0.304
O 3.28317 -3.19637 -5.14836  -0.607
H 2.47337 -2.89383 -4.73446  0.320
H 2.95160 -4.02441 -5.50391  0.299
O 1.46028 -1.20666 1.70772  1.570
H 2.15579 -1.86509 1.76119  -0.263
H 0.64143 -1.50136 2.11016  -0.511
O -1.34684 2.98605 2.94938  -0.667
H -1.54363 2.20264 2.45815  0.071
H -1.93584 3.00160 3.72693  0.230
O 4.23231 0.28045 -2.94323  -0.689
H 4.58304 -0.57086 -3.15855  0.297
H 3.42987 0.29368 -3.48445  0.311
O -0.12072 4.66663 -2.15429  -0.564
H -0.22435 4.52929 -3.10663  0.245
H -0.60833 5.46787 -1.94478  0.319
O 2.22104 1.54845 1.68912  -0.644
H 1.90633 2.38784 2.11012  0.310
H 2.70704 1.01006 2.34993  0.292
O -2.51911 2.76722 0.39810  -0.035
H -3.20415 3.03175 0.96483  0.177
H -2.54058 1.80942 0.35978  -0.139
C 0.11179 -4.87160 0.40096  -0.564
C 1.34241 -5.78586 0.72866  0.242
O 2.56340 -5.29768 -0.00004  -0.447
C 3.21961 -4.31158 0.41059  0.377
O 2.96596 -3.71550 1.44249  -0.163
O 4.29147 -4.06427 -0.37579  -0.429
C 4.88640 -2.81065 0.00527  -0.248
H 0.13037 -4.35972 -0.52767  0.011
H 0.09945 -4.16421 1.23069  0.117
H -0.79450 -5.46218 0.37691  0.428
H 1.21093 -6.83132 0.26948  0.343
H 1.45800 -5.78088 1.84986  -0.167
H 5.57479 -3.00613 0.82624  0.332
H 4.18132 -2.07517 0.38999  -0.339
H 5.42409 -2.48993 -0.88112  0.297
C -4.74067 -2.16742 1.00042  -1.135
C -4.78027 -1.69592 -0.40849  0.272
O -5.79872 -0.72964 -0.57570  -0.395
C -5.71597 0.55224 -0.28105  0.687
O -4.89422 1.06423 0.44838  -0.574
O -6.68339 1.20810 -0.98716  -0.326
C -6.80408 2.58032 -0.58555  -0.571
H -3.97821 -2.89512 1.13273  0.338
H -5.65474 -2.67949 1.31484  0.354
H -4.54063 -1.32621 1.66439  0.248
H -5.08460 -2.47227 -1.11371  0.251
H -3.86102 -1.11745 -0.71319  -0.024
H -5.91621 3.19098 -0.83912  0.146
H -7.09800 2.66472 0.43703  0.325
H -7.57548 2.93582 -1.25964  0.253
C 7.71036 -0.80050 1.76289  -1.412
C 6.29693 -0.30553 1.96085  0.025
O 5.70540 -1.23775 2.98625  -0.257
C 4.75960 -0.67714 3.69820  0.960
O 4.23497 0.38686 3.47734  -0.777
O 4.42142 -1.50492 4.67696  -0.233
C 3.72032 -0.99411 5.76950  -0.853
H 8.30234 -0.70558 2.67819  0.319
H 8.08927 -0.17873 0.97295  0.430
H 7.68376 -1.80327 1.39564  0.327
H 5.66078 -0.36099 1.05294  -0.021
H 6.34710 0.69140 2.37885  0.550
H 4.41927 -0.43731 6.32716  0.437
H 3.34760 -1.82964 6.35280  0.154
H 2.85349 -0.46013 5.45441  0.332
C -2.78664 -1.17861 -6.09064  -1.087
C -2.38548 0.24407 -6.29684  -0.260
O -3.16860 0.98425 -5.35931  -0.316
C -2.85264 2.29185 -5.08214  0.612
O -2.13870 3.01143 -5.71236  -0.590
O -3.63714 2.75635 -4.07627  -0.113
C -4.65725 1.95750 -3.50451  -0.116
H -3.80823 -1.34477 -6.43593  0.328
H -2.65908 -1.62934 -5.12190  0.172
H -2.15139 -1.79987 -6.68588  0.423
H -2.53514 0.50998 -7.32892  0.353
H -1.40636 0.54137 -6.00535  0.281
H -5.40611 1.70698 -4.29009  0.401
H -5.11839 2.49987 -2.74591  -0.154
H -4.34724 0.97226 -3.20915  0.114
C 3.60485 -6.05121 5.58159  -1.401
C 3.35433 -5.46671 4.19338  0.143
O 1.90288 -5.40392 4.04229  -0.398
C 1.31410 -4.28904 4.42639  0.889
O 1.92570 -3.38953 4.90658  -0.510
O -0.02642 -4.38573 4.24011  -0.413
C -0.66832 -3.05411 4.09545  -0.520
H 3.13670 -5.43230 6.32928  0.343
H 4.68374 -6.06408 5.80308  0.375
H 3.17893 -7.01584 5.64690  0.383
H 3.66515 -6.20808 3.41720  0.268
H 3.75506 -4.46899 3.96138  0.117
H -0.84454 -2.83941 3.05711  0.005
H 0.01319 -2.30932 4.54538  0.332
H -1.64317 -3.13342 4.51432  0.307
C -4.39492 6.55649 -3.56259  -0.909
C -4.15751 7.64877 -2.47951  -0.389
O -4.00428 7.12819 -1.14039  -0.426
C -2.83704 6.65919 -0.84844  0.987
O -1.81593 6.95568 -1.45282  -0.790
O -2.84389 5.97190 0.23543  -0.372
C -1.46961 5.67810 0.73775  -0.267
H -3.52454 5.95571 -3.65631  0.304
H -4.60176 7.19518 -4.46674  0.347
H -5.25237 5.93464 -3.29016  0.239
H -5.10171 8.20281 -2.29020  0.234
H -3.26600 8.20026 -2.60551  0.434
H -0.80977 5.17577 0.06195  0.030
H -1.68413 5.01348 1.59941  0.057
H -1.11310 6.67694 0.99075  0.543

[2]
Density functional theory data (wB97M-V/def2-TZVPD) for a 10-piece molecular cluster, C24H68N19O10 overall in a non-equilibrium geometry.

Properties
- total charge = +1
- HOMO (eV) = -10.9029
- gap between HOMO and LUMO (hartree) = 0.3039

Last column: Mulliken charge in e.
Cartesian coordinates (Å):
C -4.23572 4.13590 -3.08190  -0.767
C -2.70465 4.10560 -2.76440  -0.441
C -2.27500 2.87757 -1.86903  -0.311
C -1.62822 3.35506 -0.49964  -1.049
C -0.52748 2.33825 0.01790  -0.265
C -1.17348 1.20276 0.88986  -0.676
C -0.28981 0.84090 2.14149  -0.706
N -0.34785 -0.62126 2.46180  -0.006
C 0.33187 -1.56796 1.51001  -0.544
C 0.07487 -2.92304 2.22185  -0.856
C 0.49717 -2.61481 3.72134  0.662
O -0.33491 -3.46039 4.47328  -0.411
C 0.42700 -4.52510 5.09059  -0.456
C -0.46673 -5.73174 5.45964  -0.730
C -0.74321 -6.72908 4.29195  -0.501
C 0.45984 -6.95102 3.31878  -0.780
C 0.20870 -1.05727 3.78863  -1.033
H -4.40559 3.67902 -4.08007  0.150
H -4.83007 3.54561 -2.35381  0.109
H -4.64561 5.16152 -3.12044  0.351
H -2.38596 5.06065 -2.29849  0.415
H -2.16920 4.02585 -3.73342  0.111
H -3.17448 2.26011 -1.65852  0.309
H -1.51419 2.29972 -2.42461  0.212
H -1.11670 4.32076 -0.69180  0.549
H -2.40300 3.55501 0.26505  0.247
H 0.22810 2.90744 0.59670  0.393
H -0.08239 1.84346 -0.87071  -0.056
H -2.17394 1.50020 1.26317  0.392
H -1.29987 0.31069 0.24484  0.365
H -0.73332 1.38578 2.99607  0.220
H 0.75889 1.14705 1.96636  0.398
H -1.33928 -0.88667 2.42991  0.470
H -0.00069 -1.45982 0.46718  0.492
H 1.42393 -1.39864 1.62106  0.312
H 0.60254 -3.79915 1.80370  0.386
H -0.98781 -3.23615 2.24144  0.320
H 1.59063 -2.66137 3.86311  0.302
H 0.80612 -4.10133 6.05230  0.244
H 1.32900 -4.78095 4.50168  0.463
H -1.45324 -5.30730 5.75457  0.269
H -0.08500 -6.22020 6.37769  0.376
H -1.65692 -6.48911 3.71218  0.367
H -0.95894 -7.71661 4.75833  0.339
H 0.41386 -6.14987 2.54753  0.054
H 0.32566 -7.90967 2.79026  0.377
H 1.44896 -6.93666 3.81175  0.144
H 1.21587 -0.58862 3.77974  0.415
H -0.27659 -0.66008 4.69659  0.273
C -7.95251 4.50201 -2.38334  0.676
O -7.25474 5.50174 -2.30280  -0.632
N -8.98248 4.39186 -3.26629  -0.384
N -7.76061 3.40547 -1.58772  -0.421
H -9.56171 3.57639 -3.34070  0.174
H -9.15875 5.17429 -3.86829  0.212
H -7.01308 3.44645 -0.92117  0.180
H -8.32965 2.58071 -1.63794  0.206
C 1.40678 1.99177 -3.72319  0.707
O 1.34907 0.88368 -3.19076  -0.743
N 2.25123 2.97638 -3.30491  -0.166
N 0.63378 2.34205 -4.77602  -0.197
H 2.29762 3.87800 -3.74090  0.092
H 2.85071 2.77907 -2.52922  0.056
H -0.00638 1.65497 -5.12606  0.208
H 0.67322 3.24825 -5.21712  0.169
C 3.68378 -8.71439 5.75172  0.737
O 3.53732 -8.47516 4.55870  -0.617
N 2.71601 -8.47307 6.67952  -0.356
N 4.82879 -9.24732 6.25835  -0.443
H 2.82780 -8.66881 7.65592  0.162
H 1.85228 -8.08067 6.35395  0.175
H 5.57257 -9.44218 5.61241  0.267
H 4.95981 -9.44941 7.23127  0.152
C 1.82162 2.54842 6.51547  0.614
O 2.47653 3.56928 6.60371  -0.621
N 0.80769 2.40616 5.60626  -0.301
N 2.03895 1.46129 7.30990  -0.339
H 0.25622 1.57623 5.51617  0.131
H 0.61809 3.18735 5.00645  0.167
H 2.77395 1.52757 7.99009  0.217
H 1.50481 0.61658 7.24816  0.154
C 0.75333 5.13437 -7.64862  0.671
O 0.74477 4.20339 -6.84780  -0.760
N 1.56941 5.15412 -8.72773  -0.373
N -0.05213 6.22576 -7.51429  -0.402
H 1.59384 5.90817 -9.38658  0.160
H 2.18306 4.37111 -8.85703  0.203
H -0.67142 6.24958 -6.72594  0.199
H -0.05212 6.99191 -8.16025  0.168
C -7.28245 0.73004 -5.20310  0.594
O -8.37894 0.25144 -4.95490  -0.652
N -6.63975 1.56796 -4.34092  -0.140
N -6.61001 0.46868 -6.36004  -0.363
H -5.74270 1.97150 -4.52667  0.140
H -7.10497 1.78639 -3.48071  0.069
H -7.05057 -0.14351 -7.02102  0.214
H -5.71150 0.85570 -6.57442  0.163
C 4.46540 -12.06165 2.66663  0.466
O 4.54449 -13.19038 2.20988  -0.650
N 4.34069 -11.81267 4.00176  -0.342
N 4.49357 -10.94401 1.88561  -0.317
H 4.27521 -10.88660 4.38038  0.215
H 4.31353 -12.60193 4.61932  0.166
H 4.58405 -11.07588 0.89607  0.201
H 4.42647 -10.01266 2.25497  0.191
C 4.68598 6.15445 -6.49587  0.665
O 4.54311 6.37064 -7.69073  -0.640
N 3.68974 6.35864 -5.58521  -0.327
N 5.85404 5.69125 -5.96804  -0.370
H 3.79697 6.18649 -4.60260  0.171
H 2.81226 6.69968 -5.93065  0.153
H 6.61348 5.52801 -6.60200  0.214
H 5.98358 5.51090 -4.99092  0.148
C 3.56809 4.91755 -0.26597  0.721
O 3.85505 5.22033 -1.41436  -0.641
N 3.68218 3.64302 0.21182  -0.367
N 3.11371 5.82809 0.63916  -0.414
H 3.45374 3.38657 1.15231  0.156
H 4.01886 2.94021 -0.41905  0.214
H 3.01771 6.77768 0.32971  0.217
H 2.87838 5.59567 1.58466  0.149